Entry 1:
DFT (the ωB97M-V functional and the def2-TZVPD basis) results for a structure of composition C40H63NO40S7 at a distorted geometry.

Results
E_LUMO	-1.04	eV
molar mass	1422.380	g mol⁻¹
E_tot	-201721.482	eV

ORCA input file:
```
! RIJCOSX wB97M-V def2-TZVPD def2/J DEFGRID3
* xyz 0 1
C -6.77 0.83 1.21
C -6.30 1.84 0.14
O -7.31 1.54 -0.83
S -7.88 0.01 -0.95
O -7.24 -0.74 -2.01
O -9.34 0.07 -0.90
O -7.20 -0.40 0.49
H -7.61 1.37 1.64
H -5.95 0.56 1.87
H -5.40 1.46 -0.35
H -6.16 2.88 0.43
C 8.23 -1.66 -1.09
C 6.80 -1.08 -0.68
O 6.14 -1.15 -1.94
S 7.17 -0.55 -3.08
O 7.33 0.88 -2.94
O 6.89 -1.23 -4.33
O 8.43 -1.36 -2.41
H 8.06 -2.74 -1.06
H 9.13 -1.20 -0.67
H 6.80 -0.09 -0.23
H 6.33 -1.65 0.12
C 3.36 -4.12 -3.40
C 3.43 -2.65 -3.86
O 2.14 -2.15 -3.33
S 1.32 -3.26 -2.36
O -0.02 -3.25 -2.76
O 1.76 -3.17 -0.94
O 2.08 -4.48 -3.10
H 3.92 -4.25 -2.47
H 3.76 -4.81 -4.14
H 3.51 -2.67 -4.94
H 4.35 -2.18 -3.51
C 1.07 3.70 -2.25
C 2.10 4.78 -2.17
O 3.08 4.25 -1.29
S 3.23 2.70 -1.71
O 3.88 1.94 -0.64
O 3.57 2.55 -3.12
O 1.60 2.61 -1.64
H 0.84 3.27 -3.23
H 0.08 4.03 -1.92
H 1.42 5.60 -1.91
H 2.68 4.98 -3.07
C 2.80 -2.03 4.59
C 1.51 -1.96 5.51
O 0.72 -3.11 5.17
S 1.58 -4.13 4.16
O 0.70 -4.64 3.08
O 2.35 -5.17 4.86
O 2.53 -2.97 3.58
H 3.65 -2.32 5.21
H 3.05 -1.06 4.15
H 0.95 -1.05 5.30
H 1.64 -1.92 6.59
C -1.41 6.44 -0.34
C -2.87 6.77 -0.25
O -3.54 5.65 0.27
S -2.69 4.22 -0.04
O -2.94 3.74 -1.43
O -2.78 3.31 1.12
O -1.24 5.09 -0.06
H -1.03 7.06 0.47
H -1.07 6.83 -1.29
H -3.31 6.96 -1.23
H -3.11 7.68 0.30
C -4.71 -3.00 -2.28
C -3.42 -2.13 -2.07
O -2.70 -2.84 -1.12
S -3.69 -3.97 -0.30
O -3.61 -3.90 1.12
O -3.41 -5.34 -0.80
O -5.03 -3.23 -0.93
H -4.35 -3.87 -2.84
H -5.37 -2.34 -2.84
H -3.79 -1.20 -1.63
H -2.92 -1.98 -3.03
C 2.11 -0.07 9.11
C 0.81 -0.40 9.44
C -0.26 -0.14 8.57
C -0.08 0.59 7.38
C 1.27 1.07 7.08
C 2.24 0.68 7.94
N -1.07 0.74 6.35
O -0.78 1.00 5.21
O -2.26 0.66 6.72
H 2.90 -0.53 9.68
H 0.78 -0.87 10.41
H -1.25 -0.51 8.80
H 1.47 1.51 6.12
H 3.19 1.11 7.63
O 2.57 -8.23 2.90
C 1.91 -7.74 1.98
O 2.34 -6.76 1.29
C 1.41 -6.23 0.34
C 0.13 -7.09 0.58
C 0.67 -8.28 1.33
H 1.60 -6.41 -0.72
H 1.31 -5.15 0.41
H -0.42 -7.16 -0.36
H -0.51 -6.46 1.20
H 0.91 -9.19 0.77
H -0.17 -8.49 1.99
O -5.19 5.33 -6.50
C -5.22 4.84 -5.37
O -5.48 5.54 -4.20
C -5.67 4.64 -3.05
C -5.47 3.25 -3.60
C -5.20 3.36 -5.10
H -6.73 4.71 -2.78
H -4.99 4.97 -2.26
H -6.38 2.66 -3.51
H -4.69 2.69 -3.09
H -6.04 2.90 -5.62
H -4.24 2.92 -5.35
O 5.49 4.25 3.47
C 4.45 3.62 3.31
O 4.02 2.84 2.27
C 2.74 2.31 2.45
C 2.05 3.33 3.23
C 3.18 3.82 4.09
H 2.91 1.35 2.94
H 2.30 2.16 1.47
H 1.13 3.11 3.78
H 1.81 4.21 2.63
H 3.22 3.36 5.08
H 3.23 4.91 4.16
O 0.65 0.08 2.64
C 0.08 -0.11 1.62
O -1.03 0.67 1.32
C -1.56 0.28 0.02
C -0.44 -0.37 -0.64
C 0.33 -0.98 0.45
H -2.04 1.19 -0.37
H -2.46 -0.33 0.09
H 0.02 0.44 -1.20
H -0.83 -0.96 -1.47
H 1.39 -0.90 0.21
H 0.09 -2.04 0.45
O 1.24 -2.12 -7.39
C 0.79 -1.27 -6.74
O -0.35 -1.52 -6.08
C -0.90 -0.29 -5.66
C 0.36 0.49 -5.28
C 1.29 0.15 -6.36
H -1.46 -0.36 -4.73
H -1.50 0.02 -6.51
H 0.74 0.14 -4.32
H 0.27 1.57 -5.16
H 2.32 0.09 -5.99
H 1.18 0.81 -7.22
*
```

Atom charges from the Löwdin analysis, given in e for atoms 1 to 8: -0.123 -0.148 -0.250 0.703 -0.243 -0.241 -0.202 0.132



Entry 2:
DFT (the ωB97M-V functional and the def2-TZVPD basis) results for a cluster of 2 separate species, C8H8N3O3 in total at a distorted geometry.

Results
E_LUMO (spin up / spin down)	3.57 / 3.57	eV
molar mass	194.170	g mol⁻¹
energy above the lowest of the compared OMol25 structures with the same formula, charge and spin	4.7714	eV
E_tot	-19035.880	eV

ORCA input file:
```
! RIJCOSX wB97M-V def2-TZVPD def2/J DEFGRID3
* xyz -1 1
C -3.36 0.28 -0.41
C -2.90 -0.46 0.67
C -2.44 1.01 -1.16
C -1.56 -0.48 1.00
C -1.10 0.99 -0.85
C -0.62 0.25 0.25
C 1.30 -2.13 -0.43
C 0.76 0.23 0.58
N 1.61 0.97 -0.11
N 2.29 -1.83 -1.04
N 2.83 1.02 0.05
O 3.45 0.29 1.23
O 0.43 -2.76 0.02
O 3.66 1.76 -0.54
H -4.41 0.30 -0.66
H -3.61 -1.03 1.27
H -2.80 1.59 -2.00
H -1.21 -1.06 1.85
H -0.39 1.55 -1.44
H 1.08 -0.30 1.48
H 4.28 0.76 1.35
H 2.73 -0.93 -1.09
*
```

Atom charges from the Löwdin analysis, given in e for atoms 1 to 8: -0.147 -0.128 -0.128 -0.075 -0.058 -0.253 -0.462 -0.208